(1)
Here is C19H17CdN3O7S2 as an isolated structure at a distorted geometry from OMol25. Energies are from wB97M-V/def2-TZVPD.

## Properties
Total charge: -2
F_max, eV Å⁻¹: 3.0
Frontier orbital gap, eV: 6.8
Relative energy (zero: lowest compared OMol25 entry of this formula, charge and spin), kJ/mol: 97.0
HOMO energy, Ha: -0.0789

The geometry in XYZ format:
```
49
Properties=species:S:1:pos:R:3:forces:R:3
Cd -0.718378 -1.123273 -2.313722 -0.1 -0.4 0.0
C 1.568880 -3.816757 -1.005823 0.5 -0.2 -1.0
O 0.747967 -2.771799 -0.561777 -1.6 -0.4 1.5
C 0.094363 -3.029882 0.643183 2.3 0.2 -1.6
C 0.371728 -4.141772 1.426078 -1.0 0.4 0.9
C -0.263509 -4.216932 2.658424 -1.7 1.0 0.8
C -1.171203 -3.208860 3.094008 1.7 -1.1 -1.8
C -1.355814 -2.122807 2.280915 -0.2 0.6 0.9
C -0.647275 -1.974937 1.115851 -0.8 1.4 -0.6
N -0.781692 -0.830257 0.279111 -0.8 1.2 0.1
N -0.862533 0.287870 0.922192 0.1 -1.3 0.1
C -1.231409 1.482817 0.377428 1.0 0.2 0.1
C -1.844936 1.623788 -0.944608 0.3 -0.3 2.0
O -2.020065 0.663707 -1.696161 -0.6 -0.6 -0.9
C -2.403088 2.917418 -1.226308 1.3 0.6 1.9
C -2.120623 3.968487 -0.412444 -0.4 0.1 -0.7
C -1.333486 3.961335 0.809487 -0.7 -2.6 -1.4
C -1.054240 5.093333 1.528057 -0.8 2.5 0.1
C -0.246247 5.070399 2.623686 0.5 -0.8 1.9
C 0.228251 3.830712 3.086424 0.8 -1.3 -1.4
C -0.062613 2.653953 2.370403 -0.3 0.4 0.4
C -0.884909 2.651707 1.225046 -0.4 0.8 -0.8
H 1.038942 -4.724828 -1.335687 -0.1 0.2 0.6
H 2.318294 -3.991528 -0.230157 0.3 -0.3 -0.3
H 1.954643 -3.431999 -1.948439 0.5 -0.1 0.3
H 1.028276 -4.918533 1.127137 0.3 -0.5 -0.4
H -0.259915 -5.071870 3.301028 0.7 -0.7 0.1
H -1.743837 -3.273796 3.969821 -0.5 -0.4 1.2
H -2.018760 -1.347915 2.625801 -0.1 0.4 -0.2
H -2.930818 2.997683 -2.126241 -0.7 0.4 -1.2
H -2.492758 4.910464 -0.775040 -0.1 0.6 0.2
H -1.531212 6.088323 1.287285 0.5 -1.2 -0.2
H -0.060361 5.910104 3.288184 0.0 0.3 -0.5
H 1.043568 3.714383 3.821944 -0.8 0.4 0.0
H 0.325304 1.716117 2.722066 0.2 -0.3 0.0
N 3.286753 0.846573 -0.567161 -1.3 -0.1 1.7
C 2.348317 1.834124 -1.105487 -0.4 -0.1 0.0
C 1.109215 1.317166 -1.910832 0.0 1.1 -0.7
O 0.352423 2.131235 -2.472733 0.9 0.1 0.4
O 0.961868 0.070416 -1.912539 0.9 -0.5 0.4
H 3.608419 0.220615 -1.289863 -0.3 -0.2 -0.2
H 2.702472 0.298187 0.098891 0.9 0.0 -0.8
H 2.978134 2.497443 -1.660303 -0.1 0.7 -0.9
H 1.895660 2.465313 -0.319311 0.4 -0.4 0.1
O 0.165923 -4.824550 -3.502267 0.7 0.9 -0.9
S 0.181550 -3.527992 -4.222803 0.6 0.3 -0.5
O 0.354580 -3.605170 -5.697077 -0.1 -0.3 1.8
O 1.073698 -2.475425 -3.611726 -0.6 -1.4 -0.6
S -1.699558 -2.792780 -3.833926 -0.8 0.6 0.2
```
Positions in Å, forces in eV/Å.

***

(2)
Here is a 3-piece molecular cluster, C19H17F6NO6 overall at a distorted geometry from OMol25. Energies are from wB97M-V/def2-TZVPD.

## Properties
Total charge: 0
F_max, eV Å⁻¹: 1.1
Frontier orbital gap, eV: 9.6
HOMO energy, Ha: -0.3635

The geometry in XYZ format:
```
49
Properties=species:S:1:pos:R:3:forces:R:3
C -1.701527 -0.231899 1.531344 0.0 -0.1 -0.2
C -0.671085 -0.434427 0.954174 0.3 -0.2 0.8
C 0.696223 -0.788753 0.576359 -0.1 0.1 -1.0
N 1.611341 0.391504 0.483805 0.8 -0.2 -0.4
C 2.749708 0.119264 1.347790 -0.6 0.7 0.7
O 3.759965 -0.419511 1.021312 -0.1 -0.3 0.1
C 2.360254 0.735211 2.672068 0.2 0.2 0.3
C 2.810186 0.503624 3.960751 0.1 0.0 -0.4
C 2.231226 1.250679 4.979215 0.3 -0.2 0.7
C 1.261544 2.212365 4.747766 -0.5 0.3 -0.7
C 0.808490 2.445425 3.447479 0.2 0.0 0.1
C 1.372059 1.687583 2.444684 0.2 -0.2 -1.0
C 1.100392 1.650041 0.957750 -0.5 0.1 0.6
O 0.632123 2.492871 0.249133 -0.2 -0.2 0.2
H -2.623087 -0.109678 2.048532 -0.1 0.1 -0.1
H 1.121397 -1.495604 1.295127 -0.3 0.0 0.1
H 0.688350 -1.302801 -0.386760 0.1 0.1 0.0
H 3.563231 -0.253849 4.140102 0.0 0.1 0.2
H 2.535962 1.083746 6.007110 0.1 -0.1 -0.1
H 0.816951 2.789934 5.547710 0.2 -0.2 0.2
H 0.036793 3.168199 3.214530 0.1 0.0 0.1
C -3.912334 -5.430271 -1.439653 0.1 0.0 0.3
C -5.018330 -4.442209 -1.138618 0.1 -0.2 -0.6
O -5.261879 -4.353741 0.278347 -0.1 0.1 0.2
C -4.449247 -3.557227 0.959478 -0.1 -0.1 -0.6
O -3.545588 -2.915908 0.512553 0.1 0.1 0.2
C -4.865213 -3.532403 2.437575 -0.1 -0.1 0.5
F -5.135359 -4.759582 2.895653 0.0 0.0 -0.1
F -5.964848 -2.781663 2.598542 0.0 0.0 -0.1
F -3.900396 -3.013262 3.195732 0.0 0.0 -0.1
H -4.140579 -6.403161 -1.002977 -0.1 0.0 -0.1
H -3.791803 -5.546827 -2.516095 0.0 0.0 0.0
H -2.963474 -5.096841 -1.019617 0.0 0.1 -0.1
H -5.955436 -4.777338 -1.578536 -0.1 0.0 0.2
H -4.797950 -3.455439 -1.544041 0.1 0.0 0.2
C 3.276627 2.632267 -1.912150 0.3 0.1 -0.2
C 2.003014 2.960163 -2.659998 0.0 -0.2 0.6
O 2.298644 3.739505 -3.839624 -0.1 0.1 -0.3
C 2.688063 3.059737 -4.907305 -0.2 -0.1 0.6
O 2.817305 1.874081 -4.988155 0.1 0.0 -0.3
C 2.915857 4.025771 -6.079718 0.2 0.3 -0.4
F 3.589655 5.117808 -5.696722 0.0 -0.1 0.0
F 1.740926 4.427563 -6.588120 0.0 -0.1 0.1
F 3.606008 3.440909 -7.056564 -0.1 -0.1 0.1
H 3.828233 3.545287 -1.681441 -0.1 0.0 0.1
H 3.046651 2.113069 -0.986453 -0.1 0.0 0.0
H 3.930957 1.997296 -2.509872 -0.1 -0.1 0.0
H 1.351472 3.577070 -2.046962 0.0 0.1 -0.2
H 1.448523 2.061425 -2.925240 0.1 0.0 -0.2
```
Positions in Å, forces in eV/Å.

***

(3)
Here is C19H17FN2O4S2 as an isolated structure at a distorted geometry from OMol25. Energies are from wB97M-V/def2-TZVPD.

## Properties
Total charge: 0
F_max, eV Å⁻¹: 1.3
Frontier orbital gap, eV: 8.5
Relative energy (zero: lowest compared OMol25 entry of this formula, charge and spin), kJ/mol: 0.0
HOMO energy, Ha: -0.3123

The geometry in XYZ format:
```
45
Properties=species:S:1:pos:R:3:forces:R:3
O -1.259925 0.810798 3.437291 -0.4 -0.7 0.6
C -0.845630 -0.201654 2.880429 0.0 0.2 0.1
N -0.155054 -0.169715 1.718401 0.4 -0.2 -0.4
C 0.031475 1.009796 1.217906 -0.4 0.2 0.7
N 0.572247 1.229437 0.008181 0.1 0.3 0.1
C 1.144206 0.213796 -0.782418 0.3 -0.5 -0.4
C 1.780397 -0.867810 -0.175966 0.1 0.1 -0.1
C 2.349209 -1.864782 -0.941661 0.1 0.1 -0.3
C 2.285904 -1.774499 -2.320280 -0.1 0.2 0.1
C 1.683284 -0.699346 -2.945005 0.2 -0.3 0.0
C 1.115309 0.296887 -2.172381 -0.1 0.0 0.3
H 0.650111 1.130290 -2.671525 -0.1 0.1 0.0
H 1.657681 -0.646403 -4.021582 0.0 0.0 -0.1
F 2.831338 -2.749281 -3.071359 0.0 0.0 0.0
H 2.840234 -2.704735 -0.479187 0.0 -0.1 0.0
H 1.818726 -0.934418 0.896771 0.0 0.0 0.0
C 0.359673 2.577898 -0.496185 0.3 0.0 -0.1
C -0.991030 2.762597 -1.169863 0.1 0.9 0.0
H -1.054376 2.386063 -2.183621 0.0 0.1 -0.1
H -1.810361 2.383807 -0.565076 -0.1 0.0 0.1
S -1.084281 4.582999 -1.186363 -0.4 -0.3 0.1
O -2.433067 5.057694 -1.249604 -0.3 -0.1 0.3
O -0.153565 5.057733 -2.169436 0.5 -0.1 0.0
C -0.362162 4.791491 0.477706 -0.4 -0.1 -0.6
C 0.376839 3.497301 0.731776 0.3 -0.7 0.6
H 1.401783 3.675594 1.065288 -0.1 0.0 -0.1
S -0.441464 2.465925 2.059775 0.3 1.0 -0.7
H 0.286845 5.661357 0.460358 0.0 0.1 -0.1
H -1.183794 4.950683 1.169966 -0.1 0.1 0.0
H 1.161497 2.838294 -1.193667 -0.1 -0.1 0.1
C -1.112421 -1.590737 3.428518 -0.3 0.1 0.3
O -0.372129 -2.609759 2.818037 0.2 -0.1 -0.1
C -0.592208 -2.921328 1.505665 0.0 -0.4 -0.3
C -1.608185 -2.403553 0.711940 -0.1 -0.1 0.3
C -1.710962 -2.791581 -0.613174 0.0 0.0 0.0
C -0.824037 -3.701616 -1.157295 0.0 -0.1 -0.2
C 0.173177 -4.238502 -0.359436 -0.1 0.0 0.0
C 0.290570 -3.852549 0.959945 -0.1 0.1 0.3
H 1.063326 -4.256538 1.595057 0.1 0.0 0.1
H 0.864108 -4.959450 -0.770526 0.1 -0.1 0.0
H -0.910435 -3.994785 -2.192317 0.0 0.0 -0.1
H -2.499372 -2.375525 -1.223638 -0.1 0.0 0.0
H -2.315026 -1.691037 1.107581 0.0 0.1 0.0
H -0.822871 -1.603712 4.483900 -0.1 0.0 -0.2
H -2.195584 -1.777124 3.377071 0.1 0.0 0.0
```
Positions in Å, forces in eV/Å.

***

(4)
Here is C19H17N3O2PdS as an isolated structure at a distorted geometry from OMol25. Energies are from wB97M-V/def2-TZVPD.

## Properties
Total charge: 0
F_max, eV Å⁻¹: 3.7
Frontier orbital gap (spin up / spin down), eV: 6.7 / 6.7
Relative energy (zero: lowest compared OMol25 entry of this formula, charge and spin), kJ/mol: 167.5
HOMO energy (spin up / spin down), Ha: -0.2753 / -0.2753

The geometry in XYZ format:
```
43
Properties=species:S:1:pos:R:3:forces:R:3
Pd -0.210765 0.377074 -0.438244 2.1 -0.4 3.1
O -2.208365 0.669674 0.169456 0.2 0.5 -1.4
C -2.855265 -0.034626 1.016556 0.2 -0.2 0.6
C -4.247165 -0.257226 0.828356 0.1 0.2 -0.1
C -5.001165 -0.932326 1.746156 0.1 0.0 -0.1
C -4.424265 -1.467126 2.901856 -0.1 -0.2 0.3
C -3.086265 -1.288326 3.118056 -0.1 0.0 0.0
C -2.276265 -0.579726 2.213456 -0.5 -0.1 -0.4
C -0.891865 -0.490126 2.519856 0.3 0.1 -0.1
N 0.025935 -0.001726 1.765256 -0.8 -0.5 -1.3
C 1.405035 -0.099026 2.157056 0.7 0.0 -0.1
C 2.229135 -0.670626 0.986056 -0.1 -0.2 0.6
N 1.949635 0.096474 -0.199144 -1.1 1.2 -0.2
C 2.703635 1.110474 -0.476044 -0.1 -0.6 -0.1
C 2.471635 2.055074 -1.509644 -0.5 0.4 -0.4
C 3.411835 3.085974 -1.696944 -0.1 0.0 0.1
C 3.219535 4.074774 -2.623144 0.2 0.2 0.1
C 2.045035 4.077874 -3.384544 0.0 -0.1 0.1
C 1.116535 3.081974 -3.250844 -0.1 -0.2 0.0
C 1.292335 2.012574 -2.334544 0.6 0.1 0.0
O 0.446035 1.044874 -2.322044 -1.1 -0.1 -0.1
H -4.695565 0.148774 -0.065844 0.0 0.1 -0.1
H -6.059465 -1.059826 1.572556 -0.1 0.0 0.0
H -5.030165 -2.016726 3.605956 0.0 0.0 0.1
H -2.622165 -1.711826 3.998656 0.0 0.0 0.1
H -0.600865 -0.913426 3.492056 0.0 0.2 -0.1
H 1.782935 0.905474 2.376156 0.0 0.0 0.1
H 1.536835 -0.735826 3.045756 -0.1 0.2 -0.1
H 3.296935 -0.639426 1.241056 -0.1 0.0 -0.1
H 1.929935 -1.709726 0.818456 0.1 0.1 0.0
H 3.599635 1.283474 0.131556 0.1 -0.2 -0.1
H 4.297435 3.091274 -1.075244 0.1 0.0 0.0
H 3.954535 4.853374 -2.753744 0.1 0.1 0.0
H 1.864735 4.883674 -4.080344 0.0 0.1 -0.1
H 0.213735 3.069774 -3.843544 -0.1 0.0 0.0
S 0.585035 -3.917526 -2.450944 -0.3 0.3 0.3
C 0.171935 -4.201426 -0.807944 0.0 0.1 -0.1
C -0.392765 -3.089726 -0.266844 0.2 -0.5 0.0
N -0.509865 -2.037726 -1.119344 -0.1 0.4 -0.2
C -0.044365 -2.315626 -2.292044 0.2 -0.6 -0.2
H 0.360335 -5.149926 -0.346244 0.0 -0.2 0.1
H -0.738565 -2.978726 0.747156 -0.1 -0.1 0.1
H -0.015165 -1.624326 -3.114244 0.0 0.2 -0.1
```
Positions in Å, forces in eV/Å.

***

(5)
Here is C19H17N4NiOS as an isolated structure at a distorted geometry from OMol25. Energies are from wB97M-V/def2-TZVPD.

## Properties
Total charge: +1
F_max, eV Å⁻¹: 2.6
Frontier orbital gap (spin up / spin down), eV: 7.0 / 6.7
Spin multiplicity: 3
HOMO energy (spin up / spin down), Ha: -0.3905 / -0.3903

The geometry in XYZ format:
```
43
Properties=species:S:1:pos:R:3:forces:R:3
Ni 1.148636 -0.158128 -1.777667 -0.4 -0.4 -0.1
N -6.151609 1.208619 5.239962 1.4 -0.4 -1.8
C -5.360295 1.035326 4.397920 -0.8 0.5 2.0
C -4.264322 0.879415 3.460364 -1.2 -0.5 -0.5
C -3.000786 0.509479 3.858769 0.4 0.6 0.5
C -2.019514 0.335564 2.901845 1.0 -0.6 0.3
C -2.293664 0.472154 1.560236 -1.7 0.6 -0.1
C -3.608440 0.792714 1.145132 0.4 0.0 0.2
C -4.587469 0.956525 2.094268 -0.7 0.1 0.6
C -1.283645 0.288181 0.541100 1.0 0.0 -1.2
C -0.834176 1.414030 -0.170356 0.2 0.2 0.6
C -1.020214 2.801412 0.154488 -0.4 -0.3 -0.2
C -0.257146 3.531135 -0.720217 0.4 0.7 0.1
C 0.397183 2.612527 -1.524885 0.1 -1.0 -0.2
N 0.085865 1.350945 -1.219667 -0.3 0.3 0.2
C -0.841027 -1.025374 0.302545 0.8 1.1 -0.6
C -1.338433 -2.197158 0.835150 -0.3 -0.7 0.7
C -0.606009 -3.244262 0.304256 -0.2 -0.4 0.8
C 0.365150 -2.672852 -0.476461 1.5 0.5 -2.1
N 0.228614 -1.350036 -0.524383 0.1 0.8 -0.3
H -2.728768 0.461099 4.906087 -0.2 -0.2 0.0
H -1.007561 0.036427 3.217224 -0.5 0.3 -0.2
H -3.861326 0.906529 0.097593 0.2 -0.1 0.0
H -5.655828 1.108634 1.874164 0.8 0.1 -0.3
H -1.647829 3.264147 0.896111 -0.1 -0.4 0.3
H -0.070752 4.598199 -0.749525 -0.3 -0.2 0.0
H 1.097950 2.758925 -2.310112 0.4 0.5 -0.5
H -2.070292 -2.201503 1.615077 -0.5 -0.3 0.0
H -0.656403 -4.279754 0.514889 -0.3 -0.7 0.2
H 1.164371 -3.074449 -1.150498 -0.9 -0.2 1.0
C 5.557289 0.261629 -1.885892 -0.3 -0.2 0.3
S 4.172521 -0.462869 -1.011436 0.9 -0.1 0.8
C 4.816107 -2.154164 -0.946630 -1.0 1.0 1.7
O 3.098535 -0.456274 -2.087787 -0.4 -0.3 -0.4
H 5.550749 -0.330309 -2.795847 0.3 0.5 -0.5
H 6.493987 0.127283 -1.354850 0.0 -0.1 0.2
H 5.349870 1.325984 -1.969843 0.0 -0.1 -0.5
H 5.752162 -2.125553 -0.408621 0.4 0.1 -0.1
H 4.891357 -2.493890 -1.937401 0.1 -0.7 -1.2
H 4.117981 -2.708163 -0.306168 0.1 -0.1 -0.5
N 0.285394 -0.632501 -4.914379 0.0 -0.5 0.2
C 0.570906 -0.688143 -3.796868 0.1 0.6 0.0
H 0.020883 -0.781499 -5.877687 0.1 0.2 0.3
```
Positions in Å, forces in eV/Å.